Entry 1:
C6H13N | wB97M-V/def2-TZVPD

Geometry (Å):
C  1.795  1.227  0.819
C  0.566  0.889  0.037
N  0.625  -0.177  -0.942
C  -0.219  -0.064  -2.120
C  -0.212  -0.336  0.285
C  -1.713  -0.145  0.310
C  0.179  -1.512  1.159
H  2.425  1.923  0.264
H  1.492  1.689  1.765
H  2.377  0.328  1.034
H  -0.037  1.755  -0.255
H  0.159  -0.680  -2.938
H  -1.196  -0.454  -1.835
H  -0.382  0.961  -2.477
H  -1.710  0.179  1.351
H  -2.145  0.674  -0.278
H  -2.306  -1.063  0.170
H  1.191  -1.415  1.552
H  0.145  -2.385  0.502
H  -0.503  -1.711  2.000

Properties
2S+1: 1
total energy: -7921.4672 eV
total charge: 0
Kohn-Sham gap: 0.3645 Eh
SMILES string: C[C@H]1N(C)C1(C)C
LUMO: 1.03 eV
highest occupied orbital energy: -8.9 eV

Entry 2:
C7H10 | wB97M-V/def2-TZVPD

Geometry (Å):
C  -0.513  -1.131  -1.488
C  -1.008  -0.357  -0.272
C  -2.034  -0.869  0.464
C  0.177  1.856  -0.337
C  -0.134  0.686  0.408
C  1.022  -0.048  1.065
C  1.993  0.675  1.600
H  -1.087  -0.798  -2.378
H  0.541  -1.490  -2.040
H  -0.885  -2.174  -1.338
H  -2.728  -1.629  0.093
H  -2.189  -0.338  1.428
H  0.497  2.061  -1.382
H  0.203  2.795  0.273
H  1.187  -1.209  0.808
H  2.939  0.204  1.878
H  2.020  1.765  1.219

Properties
2S+1: 1
total energy: -7414.4370 eV
total charge: 0
Kohn-Sham gap: 0.2653 Eh
SMILES string: C=CC(=C)C(=C)C
LUMO: -0.55 eV
highest occupied orbital energy: -7.8 eV

Entry 3:
ArH26O13 | wB97M-V/def2-TZVPD

Geometry (Å):
Ar  17.846  -12.551  9.848
O  19.920  -13.284  12.234
H  20.841  -13.299  12.492
H  19.772  -14.137  11.824
O  20.214  -10.194  8.044
H  20.419  -10.896  8.662
H  20.907  -10.244  7.386
O  17.398  -11.691  6.648
H  17.459  -12.625  6.444
H  17.349  -11.657  7.604
O  21.167  -11.757  10.178
H  21.561  -12.429  9.622
H  20.557  -12.237  10.738
O  19.105  -10.085  12.893
H  19.188  -9.733  12.006
H  20.001  -10.302  13.149
O  15.200  -14.668  9.810
H  14.837  -14.635  8.925
H  14.434  -14.711  10.383
O  17.657  -13.212  14.134
H  17.797  -14.154  14.234
H  18.276  -12.949  13.452
O  16.912  -16.895  10.175
H  16.467  -16.073  9.972
H  16.266  -17.573  9.976
O  19.495  -15.969  10.848
H  20.078  -16.705  11.033
H  18.768  -16.355  10.360
O  21.068  -14.631  8.809
H  20.404  -14.574  8.122
H  20.628  -15.080  9.531
O  19.668  -8.689  10.492
H  19.798  -9.318  9.783
H  18.895  -8.188  10.230
O  14.921  -11.859  10.659
H  15.103  -12.738  10.327
H  13.990  -11.724  10.482
O  15.583  -9.705  8.925
H  15.338  -9.898  8.020
H  15.337  -10.491  9.413

Properties
2S+1: 1
total energy: -41394.7442 eV
total charge: 0
Kohn-Sham gap: 0.3471 Eh
LUMO: -0.61 eV
highest occupied orbital energy: -10.1 eV

Entry 4:
C3N3O | wB97M-V/def2-TZVPD

Geometry (Å):
C  -1.087  -0.047  1.023
C  -2.012  -0.273  -0.156
C  1.722  -0.059  -0.329
N  -1.643  -0.300  -1.241
N  1.358  0.349  0.885
N  0.119  0.293  1.436
O  2.092  -0.348  -1.383

Properties
2S+1: 1
total energy: -9612.6056 eV
total charge: +1
Kohn-Sham gap: 0.2760 Eh
SMILES string: N#CC#[N+]N=C=O
LUMO: -9.16 eV
highest occupied orbital energy: -16.7 eV

Please write out number 1 again, unchanged.
C6H13N | wB97M-V/def2-TZVPD

Geometry (Å):
C  1.795  1.227  0.819
C  0.566  0.889  0.037
N  0.625  -0.177  -0.942
C  -0.219  -0.064  -2.120
C  -0.212  -0.336  0.285
C  -1.713  -0.145  0.310
C  0.179  -1.512  1.159
H  2.425  1.923  0.264
H  1.492  1.689  1.765
H  2.377  0.328  1.034
H  -0.037  1.755  -0.255
H  0.159  -0.680  -2.938
H  -1.196  -0.454  -1.835
H  -0.382  0.961  -2.477
H  -1.710  0.179  1.351
H  -2.145  0.674  -0.278
H  -2.306  -1.063  0.170
H  1.191  -1.415  1.552
H  0.145  -2.385  0.502
H  -0.503  -1.711  2.000

Properties
2S+1: 1
total energy: -7921.4672 eV
total charge: 0
Kohn-Sham gap: 0.3645 Eh
SMILES string: C[C@H]1N(C)C1(C)C
LUMO: 1.03 eV
highest occupied orbital energy: -8.9 eV